13
Properties=species:S:1:pos:R:3:forces:R:3:mulliken_charge:R:1 method="wB97M-V/def2-TZVPD" lumo_energy_ev=0.81 orbital_gap_ev=9.70 energy_ev=-76349.073 multiplicity=1
C 0.5683 -2.5722 0.1947 1.3 0.7 -3.3 -0.570
H 1.4043 -2.2687 0.7153 2.2 -0.1 1.5 0.303
O 0.2053 -1.5053 -0.6272 -0.6 4.5 -2.1 -0.382
H -0.2174 -2.7560 0.8030 -2.4 -1.2 2.1 0.242
Br 2.2787 0.2843 -0.0364 0.9 0.2 0.0 -0.172
H -1.1965 2.3526 0.6637 0.2 1.0 -0.4 0.257
C -0.4736 0.8076 -0.4170 1.5 0.5 0.4 -0.167
H -0.7585 2.6460 -1.1640 0.1 0.9 1.2 0.265
H 0.7753 -3.3363 -0.5812 0.0 -0.2 1.2 0.196
C 0.5125 -0.0602 -0.4484 -1.1 -3.9 0.9 0.166
C -0.4640 2.2908 -0.1512 0.9 -2.2 -0.8 -0.830
H 0.5878 2.4649 0.1441 -0.8 1.0 -0.1 0.266
H -1.4105 0.4133 -0.5490 -2.2 -1.2 -0.4 0.425



73
Properties=species:S:1:pos:R:3:forces:R:3:mulliken_charge:R:1 method="wB97M-V/def2-TZVPD" lumo_energy_ev="-11.05 / -13.51" orbital_gap_ev="6.62 / 4.46" energy_ev=-90352.818 total_charge=+3 multiplicity=5
H 0.7268 5.2134 -1.5875 -0.2 -0.3 0.0 0.356
C 3.1842 -3.5364 2.0884 0.0 -0.4 0.0 -1.464
C -0.4182 -1.1240 6.4715 0.0 0.0 0.4 -1.478
C 2.4983 -2.2903 2.6411 0.3 -0.1 0.0 0.421
H -2.0334 -4.5702 -1.5533 0.1 0.3 -0.1 0.426
H -1.5437 -3.7574 -4.2160 -0.2 0.1 0.0 0.339
H 1.4222 -2.3569 2.4045 0.2 0.1 0.3 -0.188
C 0.9991 -2.2012 -4.1272 0.0 -0.7 -0.9 -1.190
C -1.7105 1.8953 -1.4194 -1.9 -0.2 -0.5 -0.459
C 0.7140 0.1079 -3.3910 -0.6 -1.4 -0.4 -1.071
H 3.0543 -3.5914 0.9865 0.2 -0.1 0.6 0.292
C 2.4856 0.2701 2.6005 0.9 0.3 -1.0 -0.605
H 2.6265 -2.2719 3.7451 -0.3 0.1 -0.6 0.264
H -2.2691 4.4327 -3.5178 0.2 -0.1 0.3 0.348
H -0.5860 -0.0788 6.8085 0.1 -0.7 -0.1 0.345
H -2.1411 -2.0808 -4.1931 0.3 -0.1 0.2 0.349
Ge 0.6187 0.5858 2.0728 0.6 -0.3 2.4 0.598
H 2.9808 -1.0246 0.9272 0.2 -0.1 0.5 -0.010
H -1.3419 -1.7164 6.6440 0.6 0.4 0.0 0.348
N -1.2818 -2.7771 -2.3730 0.7 1.5 0.4 0.187
N -0.3212 2.2138 -1.1205 -0.9 0.7 -0.6 1.029
H -0.7324 2.9031 0.8299 -0.2 0.1 -0.4 0.399
H -0.7884 5.8426 -2.1587 -0.1 -0.4 0.1 0.379
C -0.4681 -1.6773 -2.2289 -0.7 -2.4 -3.7 0.419
H -3.0533 -3.3472 -3.3842 0.3 0.0 0.3 0.471
H 0.8524 -3.2388 -3.8102 -0.2 0.3 0.1 0.452
C 0.3271 2.6995 -2.3307 1.8 1.2 -1.4 -0.473
C -0.2796 3.2579 -0.1061 0.5 1.2 1.7 -0.807
H -1.7688 1.0843 -2.1581 0.1 0.4 0.0 0.272
H -1.7484 -0.2357 2.0898 0.3 -0.2 0.1 0.384
C -1.1538 -0.5495 4.1291 0.3 0.3 0.5 -1.070
H -0.8857 -1.4423 -0.3805 -0.2 -0.1 0.1 -0.147
H 1.5950 0.1984 -2.7462 0.2 0.1 0.0 0.314
H 1.0022 0.3890 -4.4100 0.0 -0.2 0.1 0.578
H 0.8941 -0.5716 4.8673 -0.2 -0.3 -0.1 -0.043
H 1.3874 2.9141 -2.1394 -0.3 0.2 0.2 0.432
C -1.7422 3.5588 -3.1107 -1.2 0.3 -1.9 -0.610
H 3.0610 1.1236 2.1838 -0.4 -0.2 0.4 0.407
H -2.5663 -3.0855 -0.7361 -0.1 -0.1 0.0 0.398
C -1.7207 -3.5690 -1.2360 0.1 0.0 0.8 -1.234
H -0.6696 -1.6413 2.2968 0.0 0.5 0.2 0.350
C -0.0392 -1.1495 4.9936 -0.1 -0.1 0.1 0.299
H -2.8969 5.0105 -1.2157 0.3 -0.2 -0.1 0.351
H -0.9094 -3.7023 -0.5124 -0.1 0.0 -0.1 0.452
N -0.3172 -1.0352 -1.1176 -0.6 0.6 2.5 0.001
N 0.1855 -1.2560 -3.3666 0.0 0.6 1.0 0.114
H 4.1830 -1.0031 2.2693 -0.6 0.0 -0.3 0.499
N -0.3532 3.8890 -2.8236 -1.1 -0.9 2.3 0.385
H 0.1421 -2.2030 4.6893 0.0 0.6 0.0 0.229
C -2.3488 4.1172 -0.8861 -1.1 0.8 0.3 -0.642
H 0.4041 -1.5645 7.0740 -0.6 0.3 -0.3 0.399
H -2.8737 3.7924 0.0228 0.3 -0.1 -0.1 0.334
N -0.9641 4.4513 -0.5834 0.2 -1.4 -0.9 0.358
H -0.0440 0.8263 -3.0606 -0.2 -2.5 -0.4 -0.052
Rh 0.6187 0.5858 -0.4555 2.6 -2.3 0.8 -0.344
H -1.3499 0.5028 4.4301 0.0 -0.6 0.0 0.331
C -0.3113 4.9213 -1.7974 1.5 3.4 -0.3 -0.592
H 0.7596 3.4919 0.1626 -0.1 0.0 -0.3 0.059
C -0.8473 -0.5992 2.6274 -0.9 -0.5 -1.5 -0.544
H 2.2070 0.5858 -1.0173 -0.3 0.2 0.8 0.186
H 4.2687 -3.5192 2.3282 -0.7 -0.1 -0.2 0.362
H -1.8016 2.8057 -3.9083 0.2 0.0 0.3 0.350
H 0.2361 2.0097 2.5496 -0.1 0.1 -0.5 0.042
H 2.5999 0.3055 3.7023 -0.5 0.1 -0.4 0.459
N -2.4050 3.0792 -1.9060 0.2 -0.7 0.3 0.185
C -2.0377 -2.9976 -3.6022 0.1 -0.2 -1.0 -1.058
H 2.7337 -4.4426 2.5456 0.4 0.5 -0.4 0.405
H -2.2131 1.4931 -0.5291 0.2 0.3 0.0 0.094
C 3.0962 -1.0171 2.0331 0.2 -0.2 0.3 -0.597
H 2.0664 -1.9796 -4.0137 -0.2 0.1 0.1 0.386
H 0.7442 -2.1315 -5.1896 0.1 -0.1 0.1 0.372
H 0.3397 1.9164 -3.1011 -0.1 2.3 0.5 0.032
H -2.0805 -1.1396 4.3025 0.4 0.5 -0.2 0.446



125
Properties=species:S:1:pos:R:3:forces:R:3:mulliken_charge:R:1 method="wB97M-V/def2-TZVPD" lumo_energy_ev=3.48 orbital_gap_ev=3.55 energy_ev=-189373.715 total_charge=-2 multiplicity=1
C 3.8085 -0.8833 2.7488 0.0 0.0 -0.1 -0.129
H 1.2209 4.7703 -2.4955 0.0 0.0 0.0 0.185
H 0.3685 1.5237 5.8909 0.0 0.0 0.0 0.452
H 2.6400 2.4764 0.8688 0.0 -0.1 0.1 0.583
H 2.5571 6.6115 0.0877 0.0 0.0 0.0 0.383
C -3.4311 -0.9542 2.2688 0.0 0.0 0.1 0.914
O -1.1378 2.2676 -0.0739 -0.3 0.2 -0.2 0.590
C -1.6744 1.0174 -3.5001 -0.1 0.0 0.1 0.293
H -5.4574 0.4317 -4.1313 0.0 0.0 0.0 0.348
H 2.4535 -2.8907 -2.2029 0.0 0.0 0.0 0.411
H -0.1590 -5.7870 2.9185 0.0 0.0 0.0 0.461
Ge 1.2369 4.3740 0.0583 0.1 0.0 0.0 1.217
H 2.0722 5.0389 -6.8401 0.0 0.0 0.0 0.336
C 1.8123 -1.6325 -5.2873 0.0 0.0 0.0 -0.816
C 2.8391 5.5577 0.1816 0.0 0.0 0.0 -1.542
N 1.6486 0.1199 2.1358 -0.6 0.4 -0.1 0.943
H -4.7089 2.0992 -2.4386 0.0 0.0 0.0 0.508
H 1.6742 -2.1948 3.8160 0.0 0.0 0.0 -0.018
C 2.6082 -2.7624 3.8507 0.0 0.0 0.0 -1.301
H -3.2790 -4.9012 5.7161 0.0 0.0 0.0 0.394
C -2.5274 2.0624 1.8409 0.1 0.0 0.0 0.087
C 0.6349 2.4812 -4.3026 0.0 -0.1 0.0 0.273
C 2.5106 3.7055 -5.2115 0.0 0.0 0.0 -0.549
H 0.3947 -4.7244 -0.6179 0.0 0.0 0.0 0.491
H 0.7647 3.6481 4.6175 0.0 0.0 0.0 0.478
C 2.7699 0.1610 2.8135 -0.2 -0.3 -0.2 0.265
C 2.2787 -2.5116 -4.3158 0.0 0.0 0.0 -0.784
H -3.2394 -0.2881 1.4281 0.0 0.0 0.0 -1.250
C -2.6155 -4.5895 4.9186 0.0 0.0 0.0 -0.642
H -4.6920 -2.3584 -1.5210 -0.1 0.0 0.0 0.740
C 1.9944 2.8005 -4.3000 0.0 0.0 0.0 -0.422
C -0.8710 -5.0892 3.3420 0.0 0.0 0.0 -1.119
C 1.4193 -1.0643 -2.6105 -0.2 -0.1 0.0 0.125
C -2.1527 -3.2713 -3.1357 0.0 0.0 0.0 -0.795
C -0.3285 -4.3261 -1.3196 0.0 0.0 0.0 -1.347
H 4.4302 -2.8906 2.7290 0.0 0.0 0.0 0.462
C -1.7357 -5.5012 4.3450 0.0 0.0 0.0 -0.614
H 3.5658 3.9487 -5.1866 0.0 0.0 0.0 0.381
H -1.3781 -0.5514 -4.9457 0.0 0.0 0.0 0.285
C -1.9145 -2.6426 -1.9226 0.0 0.0 0.0 1.357
O -3.5870 2.2463 2.4194 0.0 0.0 0.0 -0.821
C 0.3195 4.0180 -6.1371 0.0 0.0 0.0 -0.691
H -0.3433 4.5011 -6.8455 0.0 0.0 0.0 0.374
P 0.0552 1.3440 -2.9785 0.1 0.1 -0.1 1.456
C -1.4799 -4.4487 -3.4336 0.0 0.0 0.0 -0.759
H 0.1094 5.8807 -1.6727 0.0 0.0 0.0 0.521
H 3.3475 -2.6137 0.4845 0.0 0.0 0.0 0.344
H 0.3691 0.6215 4.3651 0.0 0.0 0.0 0.088
O -3.1021 3.3385 -0.1544 -0.1 -0.1 0.0 -0.786
C -1.7916 -2.8789 3.4465 0.0 0.0 0.0 0.678
H -3.7706 -0.8866 -5.3742 0.0 0.0 0.0 0.411
H -0.3655 4.1960 -1.9302 -0.1 0.0 0.0 0.051
H 6.5364 0.8921 3.8046 0.0 0.0 0.0 0.306
H 2.6160 -3.9408 1.4222 0.0 0.0 0.0 0.514
C 0.9254 -0.1736 -3.5593 -0.1 0.0 0.0 -0.261
C -2.2649 2.6334 0.4014 0.0 0.0 0.2 0.325
C 1.4408 3.1239 3.9337 0.0 0.2 -0.2 -0.895
C 3.4703 -2.3638 2.6448 0.0 0.0 0.0 0.420
C -0.5714 -4.9750 -2.5236 0.0 0.0 0.0 -0.774
C 2.0817 1.9264 4.6171 0.0 -0.1 0.0 0.263
C -0.8923 -3.7747 2.8918 0.0 0.0 0.0 -0.117
H -5.3166 -1.8212 1.8427 0.0 0.0 0.0 0.485
C -4.1847 -1.8355 -0.7052 0.1 -0.1 0.0 -1.328
C -3.9285 -2.7571 0.4923 0.0 0.0 0.0 0.238
H -1.6464 -4.9418 -4.3834 0.0 0.0 0.0 0.400
H 0.8639 2.8115 3.0655 -0.1 0.0 -0.1 -0.181
H 2.2025 3.8266 3.5856 0.0 0.0 0.0 0.316
H -1.2578 2.8846 -5.2287 0.0 0.0 0.0 0.436
C 5.5001 0.6513 3.5990 0.0 0.0 0.0 -1.470
H 0.4286 5.3745 2.3050 0.1 0.0 0.1 0.325
H 0.8077 0.2206 -5.6587 0.0 0.0 0.0 0.465
H -3.3027 -2.5554 4.9390 0.0 0.0 0.0 0.493
C 1.6724 4.3190 -6.1362 0.0 0.0 0.0 -0.492
H -2.8932 -3.1032 0.5081 0.0 0.0 0.0 -0.228
O -1.5434 1.3459 2.2824 0.1 0.3 -0.1 -0.338
H 4.6811 2.2958 4.7117 0.0 0.0 0.0 0.299
H -0.8029 -2.6021 -0.0958 0.0 0.0 0.0 0.412
H -1.7186 -6.5275 4.6910 0.0 0.0 0.0 0.382
H 3.3404 5.4172 1.1422 0.0 0.0 0.0 0.338
H -0.0368 -5.8864 -2.7627 0.0 0.0 0.0 0.387
S -1.7299 -1.1563 2.9271 0.3 -0.2 -0.1 0.356
H 1.4569 0.1333 5.6686 0.0 0.0 0.0 0.374
C 0.4753 4.8508 -1.7023 0.0 -0.1 0.0 -0.887
C 1.7109 2.5110 0.2907 -0.2 0.2 -0.1 -0.445
H 2.6476 2.3531 -3.5578 0.0 0.0 0.0 0.264
C 1.1493 -0.4795 -4.9042 0.1 0.0 0.0 -0.427
C 5.1243 -0.5710 3.0371 0.0 0.0 0.0 -0.432
O -1.9170 -0.4303 -0.5235 -0.1 0.1 0.1 -0.968
H 1.9618 2.1755 -0.7309 0.0 0.0 0.0 -0.155
Sc 0.1527 0.9291 1.0069 1.1 -0.1 1.2 -0.828
Cl 1.2551 -0.7994 -0.8955 0.6 -0.2 -0.1 0.795
H 2.3703 -3.8334 3.8416 0.0 0.0 0.0 0.413
H 5.8802 -1.3440 2.8922 0.0 0.0 0.0 0.291
H -2.3303 2.4259 -2.0016 0.0 0.1 -0.1 -0.181
C -0.0066 5.2601 1.3142 -0.1 -0.1 0.0 -1.357
C -2.6359 -3.2761 4.4775 0.0 0.0 0.0 -0.588
H -4.7972 -0.9712 -0.4337 0.0 0.0 0.0 0.600
C -3.9873 1.5414 -3.0224 -0.1 0.0 -0.1 -0.321
C -4.4007 0.6010 -3.9574 0.0 0.0 -0.1 -0.776
H 1.8131 -2.3469 1.3253 -0.2 0.1 -0.1 -0.476
H 2.8008 -3.4167 -4.6017 0.0 0.0 0.0 0.378
C -0.1966 3.1034 -5.2261 0.0 0.0 0.0 -0.455
H -3.9276 -0.3466 3.0268 0.0 0.0 0.0 0.830
H 1.9731 -1.8420 -6.3378 0.0 0.0 0.0 0.396
H -0.2189 6.2555 0.9128 0.0 0.0 0.0 0.478
C 1.0011 0.9942 5.1710 0.0 -0.1 0.0 -1.521
C 3.1225 1.1863 3.7920 0.0 0.1 0.0 -0.210
C 2.7727 -2.8518 1.3828 0.0 0.0 -0.1 -0.844
H 3.1181 -2.5236 4.7863 0.0 0.0 0.0 0.416
C -0.9964 -3.1490 -1.0139 0.1 0.0 0.0 -0.060
C -4.2710 -2.1493 1.8517 0.0 -0.1 0.0 -1.470
H -2.8462 -2.8318 -3.8446 0.0 0.0 0.0 0.421
C -3.4542 -0.1396 -4.6539 0.0 0.1 -0.1 -0.226
H 2.6338 2.3170 5.4833 0.0 0.0 0.0 0.609
O -0.7699 -1.2038 1.7747 -0.3 -0.3 0.0 0.131
H -0.2061 -3.4204 2.1331 0.0 0.0 0.0 0.361
C -2.1003 0.0619 -4.4210 0.1 0.1 -0.1 -0.718
H 3.5547 5.3174 -0.6093 0.0 0.0 0.0 0.351
H -4.5415 -3.6524 0.3582 0.0 0.0 0.0 0.429
C -2.6345 1.7469 -2.7920 0.1 0.0 0.0 -0.316
H -4.2097 -2.9453 2.5961 -0.1 0.0 0.0 0.381
C 2.0875 -2.2285 -2.9763 0.0 0.0 0.0 -0.800
H -0.9539 4.7290 1.4103 0.0 0.0 0.0 0.343
C 4.4527 1.4517 4.0608 0.0 0.0 0.0 -0.153
S -2.7515 -1.0987 -1.5480 0.0 -0.3 0.1 0.784



16
Properties=species:S:1:pos:R:3:forces:R:3:mulliken_charge:R:1 method="wB97M-V/def2-TZVPD" lumo_energy_ev=0.71 orbital_gap_ev=10.69 energy_ev=-9879.220 smiles="C[C@@H](CO)NC=O" multiplicity=1
O 1.8336 -1.6112 -0.3810 0.0 0.4 0.0 -0.644
H -0.7966 2.3461 -0.5653 0.0 -0.2 0.0 0.376
H -2.2089 1.3442 -0.2049 0.2 0.0 0.0 0.352
H -0.3931 0.8016 1.4047 0.0 0.0 -0.1 0.125
H 1.4321 1.4961 -0.0734 0.0 -0.1 0.0 0.247
H 0.5943 -2.0818 0.9350 -0.1 0.0 0.1 0.392
C -0.8613 -1.0001 0.3800 -0.2 0.2 -0.2 -0.777
H -1.9241 -0.9300 0.6407 0.1 0.0 -0.1 0.396
C -0.3246 0.4340 0.3721 -0.1 0.0 0.1 0.544
H -0.7963 -1.4229 -0.6335 0.0 0.0 0.1 0.368
N 1.0833 0.5484 -0.0379 0.1 -0.1 0.0 -0.135
C -1.1690 1.3154 -0.5457 -0.1 0.0 0.0 -1.366
C 1.9850 -0.3978 -0.3765 0.0 -0.2 0.0 0.002
H -1.1475 0.9260 -1.5699 0.0 0.1 0.1 0.346
O -0.2547 -1.8226 1.3349 0.2 -0.1 0.0 -0.564
H 2.9477 0.0545 -0.6792 -0.1 -0.1 0.1 0.339



Relative energy (zero: lowest compared OMol25 entry of this formula, charge and spin): 49.6; 0.0; 34.0; 19.4 (kcal per mole)